Entry 1:
{"formula": "C4H15NO2", "method": "ωB97M-V/def2-TZVPD", "gap_ev": 9.657, "e_above_lowest_ev": 2.332, "homo_energy_ev": -8.988, "smiles": "CNC(C)C.O.O", "total_energy_ha": -366.56545, "elements": ["C", "N", "C", "C", "C", "H", "H", "H", "H", "H", "H", "H", "H", "H", "H", "H", "O", "H", "H", "O", "H", "H"], "xyz": [[0.750721, -0.266883, 1.754184], [0.072812, 0.756869, 0.864599], [-1.287881, 0.310856, 0.271753], [-1.196981, -1.251538, -0.131462], [-1.830176, 1.012617, -1.059442], [0.793156, 0.156783, 2.815287], [1.836154, -0.443361, 1.565924], [0.100999, -1.140229, 1.693857], [-0.089879, 1.596353, 1.320313], [-2.138025, 0.379486, 0.985641], [-2.179766, -1.462674, -0.529530], [-0.899774, -2.046682, 0.574227], [-0.356216, -1.491961, -0.846707], [-2.791546, 0.501005, -1.254803], [-1.165009, 0.961192, -1.971138], [-2.069415, 2.118637, -0.986787], [2.306293, -1.765943, -0.032055], [2.161668, -2.653216, -0.392508], [2.014436, -1.119545, -0.697349], [2.015986, 2.179727, -1.692633], [2.719518, 1.787754, -1.110503], [1.232926, 1.880755, -1.140868]], "forces_ev_per_angstrom": [[-0.27, 2.14, 1.46], [-0.83, -2.45, -2.23], [1.22, -1.73, -0.63], [1.16, 0.57, -0.28], [0.61, 0.87, 0.35], [-0.58, -0.69, -1.07], [-1.30, 0.03, -0.50], [0.97, -0.04, 0.56], [-0.10, 1.74, 1.15], [0.66, 0.13, 0.00], [0.02, -0.51, -0.36], [-0.91, 0.77, 0.55], [-1.14, 0.97, -0.09], [0.50, 0.31, -0.17], [-0.50, -0.44, 1.12], [0.31, -1.20, 0.44], [0.13, -0.29, -0.54], [0.06, 0.46, -0.13], [0.07, -0.50, 0.20], [-0.33, -1.39, 2.12], [-0.57, 0.71, -1.01], [0.83, 0.56, -0.93]]}

***

Entry 2:
{"formula": "C60H60N11O2P4SSe2W", "method": "ωB97M-V/def2-TZVPD", "gap_ev": [5.368, 6.074], "e_above_lowest_ev": 0.326, "homo_energy_ev": [-9.691, -11.057], "total_charge": 2, "total_energy_ha": -9708.39732, "s_squared": 3.7833, "spin_multiplicity": 4, "elements": ["W", "O", "N", "C", "C", "C", "C", "C", "S", "H", "H", "H", "H", "Se", "P", "C", "C", "C", "C", "C", "C", "C", "C", "C", "C", "C", "C", "C", "C", "N", "N", "N", "P", "Se", "C", "C", "C", "C", "C", "C", "C", "C", "C", "C", "C", "C", "H", "H", "H", "H", "H", "H", "H", "H", "H", "H", "H", "H", "H", "H", "H", "H", "H", "H", "H", "H", "C", "O", "C", "C", "C", "C", "C", "C", "C", "N", "C", "C", "N", "C", "C", "C", "C", "N", "C", "C", "N", "C", "C", "C", "C", "H", "H", "H", "H", "H", "H", "H", "H", "H", "H", "H", "H", "H", "H", "C", "N", "C", "N", "C", "N", "C", "P", "C", "C", "H", "H", "H", "H", "H", "H", "H", "H", "H", "H", "H", "H", "H", "C", "P", "C", "C", "H", "H", "H", "H", "H", "H", "H", "H", "H"], "xyz": [[-0.118828, 1.065798, 0.272173], [1.415654, 1.252685, -1.222823], [2.354865, 2.201155, -1.047786], [3.622139, 1.864441, -1.370027], [4.613621, 2.802150, -1.304448], [4.281599, 4.098590, -0.900622], [2.989524, 4.398399, -0.537706], [1.987538, 3.419877, -0.593209], [0.358431, 3.626234, -0.112355], [3.767942, 0.834419, -1.661858], [5.625297, 2.516064, -1.551928], [5.045400, 4.864409, -0.853821], [2.710597, 5.383318, -0.190783], [6.480550, -0.799626, 0.608812], [5.114843, -2.384492, 0.465833], [5.131831, -3.598701, 1.806582], [4.723563, -3.201829, 3.077996], [4.734781, -4.089783, 4.138824], [5.174883, -5.393387, 3.936291], [5.592384, -5.796278, 2.677910], [5.568522, -4.906380, 1.610021], [5.262624, -3.389116, -1.035225], [6.425371, -3.266039, -1.786111], [6.644906, -4.101568, -2.877869], [5.706042, -5.060297, -3.217556], [4.541318, -5.192741, -2.465327], [4.321272, -4.367571, -1.375958], [3.407335, -1.717071, 0.403701], [2.642235, -0.816346, 1.145194], [1.467134, -0.659593, 0.466516], [1.530338, -1.423923, -0.603494], [2.662405, -2.055332, -0.668890], [2.822909, 0.206327, 2.608857], [1.430917, 1.837403, 2.249603], [4.424131, 0.932745, 2.907526], [5.313900, 0.399766, 3.843450], [6.517642, 1.036235, 4.091388], [6.843170, 2.198764, 3.405774], [5.960820, 2.731127, 2.475727], [4.746681, 2.110600, 2.234591], [2.320222, -0.770416, 4.026800], [1.555668, -1.916151, 3.813744], [1.067128, -2.634044, 4.893237], [1.339635, -2.209128, 6.187771], [2.094001, -1.062782, 6.402314], [2.584237, -0.336428, 5.325556], [4.390884, -2.187428, 3.234570], [4.407840, -3.767268, 5.119862], [5.196316, -6.092969, 4.761790], [5.941837, -6.808449, 2.522235], [5.902730, -5.233953, 0.635227], [7.153478, -2.511184, -1.515665], [7.554795, -4.002794, -3.455043], [5.882783, -5.717138, -4.060158], [3.813630, -5.953017, -2.721995], [3.426794, -4.493908, -0.782355], [5.084447, -0.507395, 4.381303], [7.204807, 0.619790, 4.815719], [7.783550, 2.696649, 3.606170], [6.212282, 3.641338, 1.946745], [4.054181, 2.537967, 1.523182], [1.368403, -2.258023, 2.803085], [0.484808, -3.531724, 4.727874], [0.967416, -2.775763, 7.031676], [2.303143, -0.731487, 7.410869], [3.155807, 0.566637, 5.501432], [-12.727225, 6.335721, -1.619199], [-12.071692, 6.071978, -0.383039], [-10.846962, 5.512042, -0.424900], [-10.178423, 5.166718, -1.596435], [-8.915449, 4.593316, -1.512224], [-8.308126, 4.359705, -0.287794], [-8.994293, 4.709929, 0.878986], [-10.244570, 5.278499, 0.813594], [-6.965673, 3.774702, -0.177355], [-6.348972, 3.489326, 0.948999], [-5.134764, 2.983382, 0.567913], [-5.004234, 2.959164, -0.792594], [-6.187070, 3.478185, -1.265723], [-3.809996, 2.549653, -1.470241], [-3.564843, 2.640029, -2.831810], [-2.284380, 2.314013, -3.306129], [-1.333819, 1.831219, -2.451563], [-1.579755, 1.621048, -1.128089], [-2.780634, 2.070523, -0.628193], [-2.874820, 2.136080, 0.774718], [-1.747863, 1.776647, 1.478582], [-1.789214, 1.918748, 2.823320], [-2.907375, 2.349139, 3.499985], [-4.062296, 2.676747, 2.797335], [-4.044944, 2.590390, 1.419775], [-13.680294, 6.784269, -1.362138], [-12.897476, 5.412044, -2.174477], [-12.150571, 7.033423, -2.228295], [-10.624367, 5.336609, -2.564957], [-8.421664, 4.327918, -2.441354], [-8.524988, 4.528683, 1.837013], [-10.783037, 5.557224, 1.709977], [-6.450142, 3.606040, -2.226510], [-4.323648, 3.008171, -3.510166], [-2.025995, 2.467270, -4.345980], [-0.329757, 1.603487, -2.780301], [-0.892255, 1.655193, 3.358990], [-2.864737, 2.423344, 4.578044], [-4.960632, 3.017593, 3.296386], [-0.642593, -3.561271, -4.915608], [-0.936493, -2.086545, -5.217164], [0.351602, -1.435355, -5.739195], [1.418073, -1.620122, -4.824521], [1.636370, -3.040762, -4.557412], [0.438887, -3.678266, -4.007654], [0.134456, -3.205720, -2.647623], [-0.166961, -1.359915, -2.526729], [-1.407227, -1.384948, -3.967259], [1.284948, -0.844461, -3.582791], [-0.401354, -4.028274, -5.870217], [-1.559511, -3.988335, -4.512338], [-1.651590, -2.033349, -5.942587], [0.128930, -0.379796, -5.882559], [0.566869, -1.907460, -6.697562], [2.458060, -3.149611, -3.850468], [1.901147, -3.539343, -5.490813], [0.987627, -3.456789, -2.017230], [-0.738571, -3.741453, -2.269747], [-1.680594, -0.364177, -4.239517], [-2.313258, -1.894733, -3.633486], [2.188316, -1.001262, -2.996284], [1.221430, 0.220668, -3.808248], [-0.865495, -2.769062, 0.735894], [-1.499485, -1.058135, 0.905917], [-3.073237, -1.159547, -0.010888], [-2.106867, -1.143814, 2.621092], [-1.706946, -3.429559, 0.520783], [-0.423040, -3.079893, 1.682885], [-0.112865, -2.871133, -0.035475], [-3.652751, -1.999928, 0.372484], [-2.876607, -1.300990, -1.073720], [-3.655290, -0.247931, 0.111033], [-2.512685, -2.144253, 2.777888], [-2.894042, -0.412884, 2.795427], [-1.299465, -0.971171, 3.334589]], "forces_ev_per_angstrom": [[0.85, 0.39, 0.23], [-0.32, 0.00, 0.03], [0.04, -0.24, -0.10], [0.01, 0.07, 0.03], [0.04, -0.03, -0.02], [0.01, 0.06, 0.02], [-0.01, 0.02, 0.00], [0.02, 0.03, -0.02], [-0.11, -0.09, 0.12], [-0.02, 0.00, 0.02], [-0.01, 0.02, 0.00], [-0.02, -0.02, 0.01], [0.02, -0.01, 0.00], [0.05, -0.02, 0.03], [-0.19, 0.21, -0.04], [-0.09, -0.08, 0.11], [-0.02, -0.03, -0.07], [0.03, -0.03, -0.04], [-0.02, 0.03, 0.03], [0.01, 0.03, -0.06], [0.06, 0.02, 0.06], [0.06, -0.11, -0.08], [-0.07, 0.03, -0.10], [-0.01, 0.03, 0.02], [-0.01, 0.01, 0.00], [-0.01, 0.05, 0.03], [0.09, -0.02, 0.02], [0.11, -0.24, -0.05], [0.03, 0.30, -0.06], [0.18, -0.11, -0.04], [-0.10, 0.06, 0.13], [0.11, -0.10, 0.00], [-0.29, -0.02, -0.02], [0.17, 0.09, 0.16], [0.16, 0.06, 0.17], [0.02, 0.03, -0.09], [0.00, 0.01, -0.04], [0.00, -0.02, 0.02], [-0.04, -0.02, -0.03], [0.17, -0.06, -0.04], [-0.01, -0.11, 0.03], [0.05, -0.05, 0.06], [0.00, 0.00, 0.04], [0.00, -0.01, -0.02], [0.04, 0.04, -0.04], [-0.13, -0.01, 0.06], [0.00, 0.07, 0.04], [0.00, 0.00, -0.01], [0.00, 0.01, -0.01], [0.00, 0.01, -0.01], [0.00, -0.01, 0.00], [0.01, -0.02, 0.01], [-0.01, 0.00, 0.01], [-0.01, 0.02, 0.01], [0.01, 0.00, 0.02], [0.00, -0.01, 0.03], [-0.04, -0.06, 0.01], [-0.01, 0.01, -0.01], [-0.02, -0.02, -0.02], [0.00, -0.01, 0.01], [-0.02, 0.02, 0.02], [0.02, -0.02, 0.01], [0.02, 0.00, 0.00], [0.00, 0.02, -0.01], [-0.01, 0.00, -0.01], [-0.01, -0.02, -0.01], [0.04, -0.03, 0.09], [0.01, 0.01, -0.11], [-0.10, 0.05, -0.03], [0.10, -0.05, 0.02], [-0.11, 0.03, -0.13], [0.23, -0.10, 0.05], [-0.02, 0.01, 0.08], [0.08, -0.04, 0.07], [-0.24, 0.14, -0.03], [0.12, -0.09, -0.10], [0.01, -0.02, 0.54], [0.02, 0.04, -0.44], [0.07, -0.09, -0.05], [-0.23, -0.01, -0.04], [0.02, -0.01, -0.08], [-0.12, 0.05, -0.08], [0.00, -0.14, 0.18], [-0.06, -0.05, -0.09], [0.13, 0.07, -0.02], [0.05, -0.05, 0.02], [-0.17, 0.08, 0.01], [-0.05, 0.09, -0.10], [0.04, -0.01, 0.06], [-0.06, 0.08, 0.11], [-0.20, 0.03, -0.06], [-0.02, 0.01, 0.02], [-0.01, -0.02, -0.02], [0.02, 0.02, -0.01], [0.02, -0.01, 0.01], [-0.03, 0.02, 0.02], [-0.01, 0.01, -0.03], [0.01, -0.01, -0.03], [0.00, 0.03, 0.01], [0.04, 0.01, 0.01], [-0.03, 0.00, 0.02], [0.01, 0.00, 0.02], [0.02, -0.02, 0.01], [-0.01, 0.00, -0.03], [0.04, 0.01, -0.01], [0.05, 0.09, 0.06], [0.04, 0.04, 0.19], [0.00, -0.02, 0.11], [0.01, 0.04, 0.05], [-0.07, 0.04, 0.03], [0.03, -0.01, 0.04], [0.19, 0.10, -0.10], [-0.50, -0.13, -0.58], [0.07, 0.00, -0.04], [-0.01, -0.17, 0.05], [0.01, 0.00, -0.03], [-0.01, -0.01, 0.02], [-0.02, 0.02, 0.00], [0.01, 0.04, -0.03], [0.01, -0.04, -0.01], [0.00, -0.01, 0.01], [0.01, -0.02, -0.02], [-0.02, 0.00, 0.05], [-0.02, -0.02, -0.01], [0.02, -0.01, -0.02], [-0.03, 0.00, -0.03], [0.00, 0.06, 0.04], [-0.02, 0.00, -0.06], [0.01, 0.00, 0.05], [-0.16, -0.25, -0.22], [0.02, 0.03, -0.03], [0.02, 0.05, 0.06], [0.00, -0.02, 0.06], [0.02, 0.02, -0.01], [-0.02, 0.03, -0.07], [-0.02, -0.02, -0.03], [0.02, 0.00, 0.00], [-0.01, 0.01, 0.02], [-0.03, 0.01, 0.05], [0.00, 0.00, 0.00], [0.01, -0.01, -0.02]]}